Record 1
Molecular formula: C27H52IN4O5
Method: DFT, the ωB97M-V functional and the def2-TZVPD basis

Element x y z (Å)
C 6.36987 0.58511 6.21766
C 6.36209 1.96298 5.62626
O 6.29411 2.95023 6.27884
O 6.47018 2.00164 4.26810
C 5.30702 2.51670 3.59322
C 4.77537 1.48874 2.59742
C 5.31463 1.66847 1.16864
C 4.38464 1.22428 0.04416
C 4.18793 -0.28344 -0.11478
C 3.37335 -0.96172 0.98361
C 2.67104 -2.20602 0.45401
C 1.90509 -2.96112 1.53801
N 0.53515 -2.44643 1.70249
C -0.27336 -2.62078 2.73165
N -1.43804 -2.01553 2.58629
C -1.36447 -1.41658 1.39507
N -2.29434 -0.65868 0.82578
C -3.55932 -0.33670 1.49519
C -3.89555 1.15946 1.34727
C -4.31054 1.77440 2.66552
I -2.66464 1.98592 4.00969
N -0.16602 -1.67679 0.81858
H 5.90289 -0.12788 5.54327
H 7.39337 0.28446 6.42682
H 5.79907 0.62986 7.14008
H 5.58496 3.43698 3.08308
H 4.54185 2.75857 4.32970
H 3.68526 1.46582 2.62083
H 5.10459 0.51788 2.97412
H 5.50387 2.73409 1.02895
H 6.27007 1.15150 1.08377
H 4.83698 1.56686 -0.88856
H 3.41148 1.71565 0.11716
H 5.15080 -0.77205 -0.27014
H 3.61780 -0.43082 -1.03379
H 2.64536 -0.23962 1.36695
H 4.00016 -1.22793 1.83717
H 1.99551 -1.90064 -0.34635
H 3.40254 -2.87027 -0.00138
H 1.89469 -4.03662 1.38426
H 2.39995 -2.76732 2.48802
H 0.01066 -3.20833 3.58868
H -2.11209 -0.26860 -0.08340
H -3.38545 -0.54077 2.54850
H -4.35767 -0.96126 1.10574
H -3.04037 1.68914 0.93070
H -4.73417 1.26150 0.65653
H -4.73061 2.76409 2.52598
H -5.06023 1.16328 3.16315
H 0.22533 -1.37327 -0.05765
C 0.16368 1.28086 -3.95548
C 0.28017 -0.04620 -4.69765
C 1.68495 -0.49016 -4.31817
O 1.93204 0.03291 -3.00156
C 0.92138 0.98388 -2.66871
H -0.86289 1.59715 -3.77855
H 0.66868 2.06821 -4.51701
H -0.45702 -0.75807 -4.31469
H 0.13693 0.04614 -5.76986
H 2.43225 -0.07320 -4.99923
H 1.80242 -1.57396 -4.29864
H 0.25279 0.53939 -1.91195
H 1.39154 1.86670 -2.23361
C -1.64113 1.66026 -9.66305
C -0.65914 0.49776 -9.78533
C 0.11108 0.60698 -8.47733
O -0.80419 1.14026 -7.51125
C -1.97570 1.62619 -8.17891
H -2.52194 1.55902 -10.29410
H -1.14513 2.59895 -9.91747
H -1.20149 -0.44903 -9.82731
H -0.01297 0.55832 -10.65884
H 0.95965 1.29246 -8.57082
H 0.48240 -0.35651 -8.12293
H -2.80436 0.94043 -7.97397
H -2.23045 2.60702 -7.77714
C -7.79452 -2.51574 4.94696
C -6.31588 -2.44467 5.32739
C -5.78546 -1.47087 4.28641
O -6.85111 -0.57543 3.97751
C -8.07648 -1.07801 4.52792
H -8.43926 -2.84999 5.75716
H -7.93276 -3.19104 4.10003
H -6.20646 -2.02379 6.32864
H -5.80636 -3.40636 5.30505
H -5.49521 -1.99693 3.36754
H -4.92644 -0.89434 4.63993
H -8.35282 -0.45988 5.38719
H -8.86165 -0.99718 3.77690

Output
Total charge ... +1


Record 2
Molecular formula: C27H53Cl2F6N10O12S6
Method: DFT, the ωB97M-V functional and the def2-TZVPD basis

Element x y z (Å)
C -4.17318 2.11207 0.42934
C -3.77017 3.05115 -0.71226
C -3.19952 2.32437 -1.91529
C -3.19386 3.19420 -3.15228
N -3.11891 2.36063 -4.40823
C -2.79238 3.20680 -5.60239
C -2.08545 2.30561 -6.64745
C -1.59270 1.13733 -5.79111
C -1.92293 1.44256 -4.34372
C -4.35843 1.57992 -4.64836
H -4.47379 1.13396 0.04898
H -4.94584 2.52059 1.07492
H -3.26915 1.89795 1.00801
H -3.11600 3.85589 -0.36939
H -4.69458 3.56281 -1.01129
H -3.89304 1.50829 -2.16298
H -2.29832 1.73695 -1.74538
H -2.34424 3.88305 -3.15529
H -4.09235 3.80621 -3.24593
H -3.69678 3.72993 -5.91020
H -2.07462 3.95939 -5.27507
H -2.82213 2.11958 -7.42605
H -1.27148 2.90108 -7.05258
H -2.07506 0.21518 -6.13979
H -0.53412 0.89705 -5.88662
H -2.05737 0.59836 -3.66798
H -1.13542 2.10564 -3.97194
H -4.45967 1.33426 -5.70108
H -5.22428 2.15309 -4.32117
H -4.32255 0.68258 -4.03314
C 1.95476 -3.54764 0.48187
C 0.65675 -4.27751 0.16721
N 0.41571 -4.44353 -1.27796
C 0.87976 -5.46868 -2.07797
C 0.49745 -5.20689 -3.34338
N -0.17081 -3.99628 -3.31491
C -0.24031 -3.60933 -2.05893
C -0.67372 -3.23537 -4.44091
H 2.12338 -2.66458 -0.13311
H 2.82939 -4.19797 0.47352
H 1.86397 -3.24136 1.52648
H -0.14105 -3.63124 0.53977
H 0.53693 -5.22739 0.68022
H 1.45415 -6.28510 -1.67787
H 0.67958 -5.75495 -4.24950
H -0.67413 -2.70566 -1.65809
H -1.11958 -2.30104 -4.10838
H -1.40968 -3.78656 -5.02213
H 0.17343 -3.01439 -5.09146
C 0.26509 -0.95071 2.94417
C -0.02731 0.36443 2.23543
N 0.80439 0.38152 1.03736
C 2.18134 0.44758 1.06738
C 2.64231 0.24896 -0.18677
N 1.52257 0.03170 -0.97565
C 0.45033 0.10918 -0.19944
C 1.46850 -0.06253 -2.42913
H 1.27558 -0.84251 3.33658
H 0.11764 -1.79990 2.28779
H -0.34957 -0.94838 3.84588
H 0.23052 1.24500 2.82499
H -1.06333 0.44386 1.90306
H 2.70569 0.64928 1.99021
H 3.65266 0.24327 -0.56212
H -0.52588 -0.26605 -0.48486
H 0.42979 0.03831 -2.74082
H 1.87405 -1.02246 -2.74840
H 2.03819 0.74922 -2.87167
C 2.25754 -0.98146 5.79086
C 1.61402 0.30613 6.22620
N 0.49494 0.00467 7.16900
C 0.51956 0.15930 8.53649
C -0.72837 -0.08633 8.99263
N -1.51955 -0.30362 7.88887
C -0.73121 -0.30626 6.81501
C -2.95533 -0.49968 7.82921
H 1.48218 -1.65050 5.42508
H 2.91033 -1.50186 6.49232
H 2.94391 -0.73184 4.97678
H 1.09155 0.77125 5.38834
H 2.22376 1.12173 6.60597
H 1.45138 0.36705 9.03031
H -1.12003 -0.15974 9.99071
H -1.07404 -0.43261 5.80193
H -3.34706 -0.26991 8.81735
H -3.20363 -1.53650 7.59971
H -3.46449 0.10643 7.08500
Cl -2.82690 -1.11468 -1.51879
Cl 3.01951 2.52653 3.99123
N 5.78919 0.53358 -1.27558
S 7.05214 1.52231 -1.33720
O 6.86198 2.73244 -2.06888
O 8.35108 0.93809 -1.26600
F 6.89475 2.05978 0.17633
S 5.90731 -0.13167 -2.76433
O 6.93566 -1.09839 -2.88972
O 5.60028 0.69053 -3.87564
F 4.52967 -0.98162 -2.63041
N -0.23515 -5.51072 4.99504
S -1.21078 -4.32772 4.48952
O -1.46454 -4.26148 3.09348
O -1.15435 -3.14027 5.28523
F -2.56123 -4.97939 5.03463
S 1.12795 -5.17186 4.28547
O 1.65152 -3.86360 4.55954
O 1.27435 -5.64728 2.95278
F 2.13053 -6.05782 5.13715
N 1.75469 5.64400 -3.24174
S 0.81677 6.90792 -3.68220
O 0.00647 7.45226 -2.64630
O 0.29290 6.89986 -4.99922
F 2.02107 7.93727 -3.76634
S 0.69577 4.49907 -3.16924
O 0.12652 4.05383 -4.41464
O -0.20832 4.46996 -2.06113
F 1.65545 3.26208 -2.80756

Output
Total charge ... -1


| no. | LUMO (eV) | gap between HOMO and LUMO (eV) |
| --- | --- | --- |
| 1 | -2.5322 | 8.8025 |
| 2 | 1.2177 | 6.6136 |